# 1
C4H12N2O3 | the ωB97M-V functional and the def2-TZVPD basis

Output
strongest force on any atom: 0.52 eV/Å
orbital gap: 10.38 eV
lowest unoccupied orbital energy: 0.709 eV
HOMO level: -9.67 eV
SMILES string: C[C@H](N)C(=O)NCO.O

The geometry in ORCA input format:
```
! RIJCOSX wB97M-V def2-TZVPD def2/J DEFGRID3
* xyz 0 1
C 0.109 2.223 0.533
C 0.190 0.716 0.718
N 1.535 0.178 0.914
C -0.384 0.003 -0.504
O -0.320 0.505 -1.620
N -0.941 -1.218 -0.333
C -0.919 -2.028 0.861
O -2.204 -2.202 1.437
H 0.724 2.552 -0.307
H -0.917 2.549 0.327
H 0.480 2.736 1.418
H -0.402 0.445 1.592
H 1.963 0.611 1.731
H 2.119 0.421 0.117
H -1.308 -1.659 -1.161
H -0.603 -3.030 0.589
H -0.225 -1.594 1.566
H -2.606 -1.339 1.600
O 2.307 1.430 -1.894
H 1.371 1.177 -1.973
H 2.691 1.270 -2.760
*
```

=====

# 2
C9H14N3 | the ωB97M-V functional and the def2-TZVPD basis

Output
strongest force on any atom: 4.16 eV/Å
orbital gap (alpha / beta): 6.32 / 6.32 eV
lowest unoccupied orbital energy (alpha / beta): -4.639 / -4.638 eV
HOMO level (alpha / beta): -10.96 / -10.96 eV

The geometry in ORCA input format:
```
! RIJCOSX wB97M-V def2-TZVPD def2/J DEFGRID3
* xyz 1 1
C -2.919 1.219 0.918
C -3.280 0.445 -0.177
C -1.653 1.458 1.201
C -2.400 -0.249 -0.941
C -0.589 0.802 0.387
C -1.038 -0.173 -0.536
C -0.125 -1.424 -2.551
C 0.696 0.794 0.878
C 0.877 -2.418 -2.849
N -0.064 -0.932 -1.295
N 1.366 1.755 1.333
N 3.483 0.517 2.919
H -3.702 1.804 1.435
H -4.278 0.199 -0.462
H -1.389 2.070 2.010
H -2.494 -0.831 -1.815
H -0.855 -1.080 -3.272
H 0.180 -3.217 -3.353
H 1.329 -2.746 -1.801
H 1.630 -2.221 -3.622
H 0.883 -0.854 -0.880
H 1.124 2.674 1.402
H 2.277 1.563 1.743
H 3.998 -0.168 2.383
H 2.813 0.076 3.417
H 4.131 0.939 3.529
*
```

=====

# 3
C7H5NO3S | the ωB97M-V functional and the def2-TZVPD basis

Output
strongest force on any atom: 3.94 eV/Å
orbital gap (alpha / beta): 7.83 / 6.17 eV
lowest unoccupied orbital energy (alpha / beta): 0.587 / -3.266 eV
HOMO level (alpha / beta): -7.24 / -9.43 eV

The geometry in ORCA input format:
```
! RIJCOSX wB97M-V def2-TZVPD def2/J DEFGRID3
* xyz 0 3
C 0.709 -0.106 -0.985
C -0.553 -0.655 -1.054
C 1.135 0.526 0.223
C -1.444 -0.586 0.071
C 0.219 0.819 1.188
C -1.102 0.259 1.164
C -1.996 0.611 2.207
N -0.752 0.242 4.051
O -1.335 1.252 3.279
O -0.173 0.574 4.987
O -0.995 -0.814 3.612
S -3.632 0.385 2.220
H 1.237 -0.195 -1.836
H -1.071 -1.209 -1.823
H 2.096 0.824 0.116
H -2.389 -1.072 -0.094
H 0.473 1.466 2.068
*
```

=====

# 4
C2H6N2 | the ωB97M-V functional and the def2-TZVPD basis

Output
strongest force on any atom: 4.02 eV/Å
orbital gap: 9.89 eV
lowest unoccupied orbital energy: 0.624 eV
HOMO level: -9.27 eV
SMILES string: [H]/N=N/[H].C=C

The geometry in ORCA input format:
```
! RIJCOSX wB97M-V def2-TZVPD def2/J DEFGRID3
* xyz 0 1
H 2.052 0.992 1.235
N 2.000 0.560 0.309
N 1.507 -0.599 0.279
H 1.615 -0.955 -0.689
C -1.635 0.185 0.371
C -0.746 -0.114 -0.617
H -2.158 1.087 0.166
H -1.833 -0.689 1.030
H -0.236 -1.092 -0.672
H -0.566 0.625 -1.411
*
```

=====

# 5
C28H47N7O3S3 | the ωB97M-V functional and the def2-TZVPD basis

Output
strongest force on any atom: 2.12 eV/Å
orbital gap: 7.36 eV
lowest unoccupied orbital energy: -0.083 eV
HOMO level: -7.44 eV

The geometry in ORCA input format:
```
! RIJCOSX wB97M-V def2-TZVPD def2/J DEFGRID3
* xyz 0 1
C 2.481 -4.575 -4.366
S 1.924 -2.976 -3.733
O 1.191 -3.424 -2.507
C 3.583 -2.350 -3.343
H 1.633 -5.181 -4.679
H 2.957 -5.050 -3.510
H 3.110 -4.442 -5.248
H 3.977 -3.124 -2.669
H 3.628 -1.487 -2.684
H 4.284 -2.310 -4.174
C 0.773 -0.073 -1.750
S -0.017 -0.516 -0.156
O -0.889 0.657 0.215
C -1.150 -1.763 -0.797
H 1.856 -0.165 -1.799
H 0.595 0.976 -1.999
H 0.370 -0.627 -2.599
H -0.720 -2.272 -1.657
H -2.149 -1.421 -1.087
H -1.371 -2.461 0.011
C -5.894 0.964 3.136
S -4.092 0.774 3.220
O -3.743 -0.101 4.373
C -3.722 -0.250 1.759
H -6.039 1.419 2.150
H -6.214 1.662 3.902
H -6.434 0.019 3.117
H -2.641 -0.388 1.778
H -3.901 0.188 0.772
H -4.201 -1.229 1.668
C -2.132 -2.583 -4.209
C -3.265 -1.704 -3.813
N -4.133 -1.017 -3.512
H -2.573 -3.259 -4.943
H -1.862 -3.200 -3.356
H -1.289 -2.049 -4.631
C 2.986 1.283 -6.191
C 3.152 1.163 -4.741
N 3.312 1.061 -3.614
H 3.828 0.715 -6.588
H 3.050 2.315 -6.538
H 2.026 0.963 -6.589
C 0.320 -2.482 4.831
C -0.125 -2.636 3.445
N -0.464 -2.825 2.367
H 0.858 -1.541 4.956
H 0.904 -3.350 5.123
H -0.546 -2.350 5.480
N -3.620 1.581 -1.345
C -4.964 1.688 -1.580
C -5.479 2.579 -0.659
C -4.391 3.038 0.106
C -3.225 2.472 -0.373
H -2.995 0.953 -1.816
H -5.444 0.950 -2.201
H -6.513 2.862 -0.550
H -4.395 3.712 0.950
H -2.197 2.564 -0.079
N 0.958 3.795 1.877
C 0.909 3.854 0.523
C 1.474 5.090 0.176
C 1.850 5.718 1.363
C 1.576 4.893 2.415
H 0.729 2.952 2.383
H 0.551 2.920 0.111
H 1.458 5.596 -0.777
H 2.372 6.646 1.542
H 1.769 4.994 3.468
N 4.741 -3.073 0.831
C 4.815 -2.034 -0.053
C 3.808 -1.138 0.307
C 3.166 -1.633 1.446
C 3.751 -2.867 1.725
H 5.377 -3.848 0.839
H 5.614 -1.984 -0.771
H 3.572 -0.209 -0.187
H 2.311 -1.275 1.989
H 3.419 -3.619 2.420
N 1.586 1.823 4.526
C 0.331 2.097 4.993
C -0.616 1.377 4.279
C 0.134 0.717 3.266
C 1.458 0.937 3.485
H 2.382 2.280 4.926
H 0.120 2.810 5.776
H -1.673 1.213 4.409
H -0.238 0.012 2.539
H 2.284 0.576 2.897
*
```

=====

# 6
C26H23F8NOPS | the ωB97M-V functional and the def2-TZVPD basis

Output
strongest force on any atom: 1.37 eV/Å
orbital gap: 6.60 eV
lowest unoccupied orbital energy: -4.174 eV
HOMO level: -10.78 eV

The geometry in ORCA input format:
```
! RIJCOSX wB97M-V def2-TZVPD def2/J DEFGRID3
* xyz 1 1
N -3.419 3.349 2.551
P -3.131 1.735 2.214
O -2.492 1.820 0.742
S -1.252 1.353 3.471
C 0.336 1.777 2.589
F 0.382 1.091 1.439
F 1.316 1.307 3.385
C 0.430 3.255 2.409
C 1.010 4.042 3.396
C 1.119 5.407 3.202
C 0.648 5.987 2.034
C 0.065 5.192 1.060
C -0.416 5.796 -0.234
F 0.497 5.584 -1.207
F -0.613 7.122 -0.130
F -1.576 5.222 -0.646
C -0.048 3.824 1.240
H -2.870 3.962 1.946
H -3.169 3.595 3.507
H -3.158 1.626 0.065
H -1.217 0.009 3.441
H 1.399 3.603 4.303
H 1.572 6.015 3.969
H 0.740 7.053 1.894
H -0.476 3.214 0.459
F 1.638 -4.376 2.703
C 1.433 -3.808 1.499
C 1.355 -2.431 1.422
C 1.145 -1.848 0.180
C 1.010 -2.637 -0.953
C 1.094 -4.020 -0.847
C 1.310 -4.616 0.387
H 1.464 -1.839 2.322
H 1.092 -0.772 0.092
H 0.844 -2.167 -1.910
H 0.987 -4.637 -1.728
H 1.383 -5.690 0.494
F -2.311 -6.529 -4.143
C -2.465 -6.590 -2.807
C -2.818 -7.792 -2.227
C -2.968 -7.843 -0.849
C -2.774 -6.706 -0.076
C -2.423 -5.509 -0.685
C -2.262 -5.447 -2.062
H -2.970 -8.664 -2.848
H -3.238 -8.778 -0.377
H -2.895 -6.754 0.997
H -2.271 -4.619 -0.089
H -1.982 -4.526 -2.556
F 1.057 -0.075 -2.905
C 1.829 1.035 -2.833
C 3.183 0.899 -2.611
C 3.956 2.049 -2.535
C 3.373 3.302 -2.669
C 2.006 3.408 -2.887
C 1.221 2.267 -2.977
H 3.616 -0.086 -2.502
H 5.021 1.963 -2.369
H 3.982 4.193 -2.602
H 1.543 4.378 -2.992
H 0.155 2.324 -3.155
*
```

=====

# 7
C7H12N3 | the ωB97M-V functional and the def2-TZVPD basis

Output
strongest force on any atom: 4.85 eV/Å
orbital gap (alpha / beta): 7.37 / 7.33 eV
lowest unoccupied orbital energy (alpha / beta): -4.077 / -4.019 eV
HOMO level (alpha / beta): -11.45 / -11.35 eV

The geometry in ORCA input format:
```
! RIJCOSX wB97M-V def2-TZVPD def2/J DEFGRID3
* xyz 1 1
C -0.885 1.297 -0.333
C -1.778 1.459 0.648
C -0.731 -0.059 -1.035
C -2.603 0.406 0.934
C 0.763 -0.341 -0.617
C 1.780 0.416 -1.444
C 2.239 -1.055 1.186
N -2.557 -0.787 0.293
N -1.685 -1.057 -0.659
N 1.030 -1.044 0.365
H -0.142 2.017 -0.485
H -1.913 2.390 1.279
H -0.563 0.033 -2.124
H -3.425 0.454 1.595
H 2.901 0.573 -1.046
H 1.461 1.398 -1.775
H 1.688 -0.209 -2.255
H 2.374 -1.879 1.881
H 3.093 -0.805 0.611
H 2.136 -0.138 1.774
H -3.345 -1.578 0.451
H 0.160 -1.494 0.755
*
```

=====

# 8
C4H15N2O | the ωB97M-V functional and the def2-TZVPD basis

Output
strongest force on any atom: 1.29 eV/Å
orbital gap: 11.15 eV
lowest unoccupied orbital energy: -2.681 eV
HOMO level: -13.83 eV

The geometry in ORCA input format:
```
! RIJCOSX wB97M-V def2-TZVPD def2/J DEFGRID3
* xyz 1 1
C -2.323 0.108 0.448
C -1.369 1.247 0.075
C -0.068 0.966 -0.694
C 1.178 -1.149 -1.347
N 0.683 -0.257 -0.267
N -1.677 -1.068 1.086
H -2.861 -0.229 -0.435
H -3.093 0.512 1.095
H -1.935 1.890 -0.589
H -1.173 1.897 0.925
H 0.619 1.804 -0.556
H -0.222 0.911 -1.765
H 1.568 -2.051 -0.897
H 1.976 -0.651 -1.874
H 0.373 -1.282 -2.063
H 1.462 0.000 0.345
H 0.009 -0.811 0.337
H -1.713 -0.975 2.094
H -2.199 -1.907 0.843
H 3.869 -0.200 1.572
H 3.685 0.987 0.624
O 3.209 0.260 1.043
*
```